1.
{"formula": "C42H74Cl5F2N3Na2O9P2S", "method": "ωB97M-V/def2-TZVPD", "lumo_energy_ha": -0.09315, "energy_ev": -173931.5993, "charge": 0, "orbital_gap_ev": 1.218, "e_homo_ev": -3.75, "species": ["C", "C", "C", "C", "C", "C", "C", "C", "C", "C", "C", "C", "P", "C", "C", "C", "C", "C", "C", "C", "C", "C", "C", "C", "F", "P", "S", "C", "O", "O", "H", "H", "H", "H", "H", "H", "H", "H", "H", "H", "H", "H", "H", "H", "H", "H", "H", "H", "H", "H", "H", "H", "H", "H", "H", "H", "H", "H", "H", "H", "H", "H", "H", "H", "H", "H", "H", "H", "H", "H", "H", "H", "C", "Cl", "Cl", "Cl", "Cl", "Na", "C", "C", "N", "H", "H", "H", "C", "N", "C", "C", "C", "C", "O", "H", "H", "H", "H", "H", "H", "H", "H", "H", "H", "H", "H", "H", "H", "C", "O", "H", "H", "H", "H", "Cl", "C", "C", "C", "O", "C", "C", "C", "O", "O", "O", "H", "H", "H", "H", "Na", "F", "C", "C", "O", "N", "C", "H", "H", "H", "H", "H", "H", "H"], "coordinates": [[11.0170, 0.9234, 0.7449], [9.5443, 1.1338, 0.1825], [8.9532, -0.2128, -0.4468], [8.8491, -1.2647, 0.7191], [7.6783, -2.3087, 0.5630], [6.2630, -1.6354, 0.2355], [5.1445, -2.5749, 0.9739], [3.7876, -2.3956, 0.1639], [2.7686, -3.3941, 0.7927], [2.1878, -2.7994, 2.1230], [1.4545, -1.4183, 1.9397], [-0.0264, -1.4027, 2.4910], [-1.2774, -0.7110, 1.2332], [-3.0864, -0.9011, 1.7108], [-4.0772, 0.1398, 1.0588], [-4.9838, -0.4644, -0.0411], [-4.8289, -1.7769, -0.6527], [-5.7123, -2.2448, -1.7271], [-6.7861, -1.4166, -2.2486], [-7.0104, -0.1063, -1.6445], [-6.0959, 0.3605, -0.5421], [-0.6989, 0.2485, -0.2778], [-1.7619, 0.3062, -1.4426], [-1.0472, -0.0745, -2.8134], [-2.3455, 1.5949, -1.6103], [-1.2717, 1.2235, 2.4532], [0.5453, 1.9819, 2.6504], [-1.1980, -2.3933, 0.3436], [-1.6705, -3.4605, 0.8012], [-0.5698, -2.4551, -0.8253], [11.3399, -0.1452, 0.6698], [11.6908, 1.5912, 0.1472], [11.0559, 1.2819, 1.8083], [8.8696, 1.3823, 1.0391], [9.5274, 1.9371, -0.5948], [9.6097, -0.5562, -1.2849], [7.9670, 0.0772, -0.8888], [8.7268, -0.7345, 1.7076], [9.8150, -1.8329, 0.7969], [7.5431, -2.8456, 1.5437], [7.8681, -3.0431, -0.2577], [6.1045, -1.6203, -0.8698], [6.2534, -0.5772, 0.6853], [5.4342, -3.6503, 1.0041], [4.9522, -2.1397, 2.0043], [3.9306, -2.6582, -0.9209], [3.4918, -1.3217, 0.2848], [3.3355, -4.3387, 1.0450], [1.9700, -3.6833, 0.0509], [1.5459, -3.5854, 2.5890], [3.0909, -2.6729, 2.8304], [1.5095, -1.1131, 0.8610], [2.0141, -0.6687, 2.5678], [-0.1061, -0.8577, 3.4739], [-0.3161, -2.4649, 2.7312], [-3.1384, -0.7242, 2.8240], [-3.5157, -1.9180, 1.5449], [-4.7400, 0.5720, 1.8611], [-3.5120, 0.9990, 0.6183], [-4.0140, -2.4655, -0.3101], [-5.4993, -3.2461, -2.1544], [-7.3991, -1.8039, -3.0875], [-7.8244, 0.5625, -2.0186], [-6.2750, 1.3699, -0.1007], [-0.5629, 1.3249, 0.0499], [0.3117, -0.0698, -0.6333], [-2.5161, -0.5075, -1.2800], [-1.5969, -0.9022, -3.3413], [-0.0089, -0.4528, -2.6642], [-1.0307, 0.8701, -3.4195], [-1.6703, 0.8833, 3.7951], [-2.1645, 2.2037, 1.9161], [0.7406, -6.6589, 4.0801], [0.5386, -6.8362, 5.8360], [2.3551, -6.0271, 3.7347], [0.5394, -8.2436, 3.3004], [-0.4716, -5.5354, 3.4516], [-8.3546, -0.0411, 0.4919], [-0.1471, 2.6818, 6.6659], [-1.6055, 2.8269, 6.4281], [-2.7401, 2.9429, 6.2478], [0.0893, 2.9385, 7.6960], [0.1700, 1.6490, 6.4814], [0.4014, 3.3455, 5.9978], [-0.8668, 1.9393, -7.6125], [0.0563, 3.1304, -7.4549], [0.6390, 3.4482, -8.8068], [1.1683, 2.7768, -6.5118], [-0.7081, 4.3695, -6.9763], [-1.3354, 4.2430, -5.5956], [-2.2843, 3.1849, -5.5630], [-0.3467, 1.1794, -8.1968], [-1.0919, 1.5294, -6.6332], [-1.7657, 2.2622, -8.1355], [1.1915, 2.5785, -9.1582], [1.3070, 4.3027, -8.7033], [-0.1799, 3.6806, -9.4881], [0.7447, 2.4835, -5.5532], [1.8155, 3.6453, -6.3967], [1.7238, 1.9411, -6.9358], [-1.4814, 4.5585, -7.7259], [0.0015, 5.1988, -6.9808], [-1.8548, 5.1757, -5.3549], [-0.5784, 4.0731, -4.8248], [-2.6489, 3.1486, -4.6669], [3.0978, 2.6989, 9.6691], [2.2871, 3.1842, 8.6193], [2.8434, 1.6550, 9.8424], [4.1546, 2.7721, 9.3905], [2.9145, 3.2759, 10.5845], [2.5236, 4.1094, 8.4751], [2.8076, -2.2188, 4.7611], [-3.3971, -3.3471, 7.9471], [-2.6776, -4.0590, 7.0682], [-3.3369, -4.8608, 5.9899], [-2.6520, -5.4790, 5.1997], [-4.8010, -4.8678, 5.9373], [-5.5125, -4.1600, 6.8167], [-4.8535, -3.3381, 7.8768], [-5.5494, -2.6945, 8.6452], [-6.8628, -4.1509, 6.7923], [-1.3401, -4.0826, 7.1165], [-2.9341, -2.7615, 8.7294], [-5.2671, -5.4644, 5.1650], [-7.1294, -3.5651, 7.5270], [-1.0544, -4.6600, 6.3808], [5.6864, -0.6994, 2.3772], [1.7606, 1.1264, 7.4019], [-5.2276, 4.8770, -10.2537], [-4.2047, 4.3449, -9.2871], [-3.0740, 4.0233, -9.6441], [-4.5570, 4.2222, -7.9843], [-5.8258, 4.5415, -7.3586], [-4.7926, 4.9140, -11.2504], [-6.0986, 4.2203, -10.2811], [-5.5261, 5.8873, -9.9692], [-3.8140, 3.8578, -7.4031], [-5.6515, 5.2895, -6.5831], [-6.2197, 3.6364, -6.8930], [-6.5487, 4.9241, -8.0731]], "mulliken_charge": [-0.96, -0.50, -0.47, -0.51, -0.75, -0.50, -0.60, -0.14, -1.03, 0.42, 1.01, -1.01, 0.56, -1.72, -0.02, 0.98, -0.14, -0.69, -0.42, -0.85, -1.39, -1.82, 1.87, -1.26, -0.46, 0.15, -0.43, 0.48, -0.78, -0.75, 0.27, 0.31, 0.24, 0.21, 0.38, 0.33, 0.23, 0.26, 0.32, 0.36, 0.31, 0.44, 0.15, 0.26, 0.18, 0.36, 0.13, 0.28, 0.39, -0.56, -0.03, -0.73, 0.24, 0.86, -0.11, 0.40, 0.93, 0.42, 0.21, 0.22, 0.42, 0.40, 0.62, 0.57, 0.82, 0.29, -0.66, 0.30, 0.29, 0.19, 0.12, 0.10, 0.24, -0.11, -0.06, -0.14, 0.04, 0.95, -0.53, 0.44, -0.63, 0.25, 0.25, 0.20, -0.61, -0.05, -0.82, -0.78, -0.46, -0.62, -0.50, 0.39, 0.29, 0.24, 0.39, 0.40, 0.31, 0.29, 0.34, 0.37, 0.28, 0.36, 0.41, 0.46, 0.28, -0.62, -0.37, 0.22, 0.24, 0.27, 0.24, -0.69, -0.87, 0.33, 0.95, -0.47, -1.09, 0.45, 1.02, -0.64, -0.61, -0.51, 0.46, 0.43, 0.35, 0.17, 0.79, -0.92, -1.55, 1.02, -0.62, -0.06, -1.02, 0.32, 0.38, 0.39, 0.13, 0.29, 0.31, 0.41]}

---

2.
{"formula": "C42H74N4O3P2", "method": "ωB97M-V/def2-TZVPD", "lumo_energy_ha": -0.04379, "energy_ev": -75432.2628, "charge": 0, "orbital_gap_ev": 7.039, "smiles": "Cc1cccc(CC2=C(CCCCn3cccc3)C(=O)C([PH2]=O)=C(P(C)C)C2=O)c1.CCN(CC)CC.CCN(CC)CC.CCN(CC)CC", "e_homo_ev": -8.23, "species": ["C", "C", "C", "C", "C", "C", "C", "C", "C", "C", "C", "C", "C", "N", "C", "C", "C", "C", "C", "O", "C", "P", "O", "C", "P", "C", "C", "C", "O", "C", "H", "H", "H", "H", "H", "H", "H", "H", "H", "H", "H", "H", "H", "H", "H", "H", "H", "H", "H", "H", "H", "H", "H", "H", "H", "H", "H", "H", "H", "C", "C", "N", "C", "C", "C", "C", "H", "H", "H", "H", "H", "H", "H", "H", "H", "H", "H", "H", "H", "H", "H", "C", "C", "N", "C", "C", "C", "C", "H", "H", "H", "H", "H", "H", "H", "H", "H", "H", "H", "H", "H", "H", "H", "C", "C", "N", "C", "C", "C", "C", "H", "H", "H", "H", "H", "H", "H", "H", "H", "H", "H", "H", "H", "H", "H"], "coordinates": [[4.2995, 5.0983, -5.7525], [3.3115, 5.0685, -4.5827], [1.9709, 5.2643, -4.8874], [1.0126, 5.2300, -3.8826], [1.4433, 5.0330, -2.5843], [2.7772, 4.8582, -2.2508], [3.1235, 4.6746, -0.7709], [3.7316, 3.3255, -0.4506], [3.1857, 2.4275, 0.3826], [1.8358, 2.6564, 1.0771], [0.7455, 2.4895, -0.0437], [-0.3611, 1.4659, 0.3129], [-0.3356, 0.1791, -0.5341], [-0.1089, 0.3931, -1.9652], [-0.4187, 1.4439, -2.7932], [0.0344, 1.0877, -4.0360], [0.6112, -0.2392, -4.0161], [0.4685, -0.5786, -2.6946], [3.8919, 1.1124, 0.6354], [3.7742, 0.5402, 1.6967], [4.6993, 0.5554, -0.5392], [4.8136, -1.2772, -0.6075], [5.4636, -1.7549, 0.6389], [5.2447, 1.4343, -1.3976], [6.1792, 0.8537, -2.8766], [4.9218, -0.0561, -3.9280], [6.6116, 2.3041, -3.9564], [5.0509, 2.9145, -1.0891], [5.9029, 3.7523, -1.3068], [3.7235, 4.8711, -3.2749], [4.3021, 4.1068, -6.2276], [5.2965, 5.4140, -5.4286], [3.8989, 5.8042, -6.4918], [1.6610, 5.4473, -5.9171], [-0.0306, 5.3772, -4.1559], [0.7022, 5.0332, -1.7835], [2.2352, 4.9142, -0.1810], [3.8765, 5.4429, -0.5153], [1.7558, 1.8680, 1.8365], [1.8001, 3.6448, 1.5453], [0.2765, 3.4807, -0.1496], [1.2430, 2.2935, -0.9997], [-1.3647, 1.9148, 0.3383], [-0.1770, 1.1493, 1.3533], [-1.3261, -0.3038, -0.4338], [0.3830, -0.5705, -0.1789], [-0.9054, 2.3564, -2.4746], [-0.0084, 1.6839, -4.9450], [1.0511, -0.7954, -4.8316], [0.7849, -1.5332, -2.2756], [3.4873, -1.7777, -0.6130], [5.5922, -1.7233, -1.6962], [5.3747, -0.2162, -4.9159], [4.6891, -1.0454, -3.5219], [3.9963, 0.5353, -4.0003], [6.8430, 1.9047, -4.9547], [5.7443, 2.9717, -4.0719], [7.4764, 2.8518, -3.5689], [4.7792, 4.7449, -3.0372], [1.5830, -7.5489, -3.0490], [1.1675, -6.2272, -2.4202], [-0.1879, -5.8267, -2.7534], [-0.4861, -4.4523, -2.3867], [-0.4736, -4.0924, -0.8985], [-1.2296, -6.7948, -2.4520], [-1.3738, -7.2657, -0.9996], [1.4586, -7.5257, -4.1327], [2.6355, -7.7432, -2.8352], [1.0134, -8.3898, -2.6501], [1.8535, -5.4596, -2.7905], [1.3248, -6.2877, -1.3325], [-1.4545, -4.1707, -2.8101], [0.2387, -3.8065, -2.8945], [-1.3584, -4.4666, -0.3846], [-0.4762, -3.0048, -0.7833], [0.4130, -4.4697, -0.3863], [-1.0648, -7.6759, -3.0782], [-2.1901, -6.3999, -2.7939], [-0.4123, -7.4881, -0.5347], [-1.9678, -8.1821, -0.9708], [-1.8959, -6.5336, -0.3849], [-5.0977, 2.7916, 2.3559], [-3.7686, 2.4959, 3.0350], [-3.1905, 3.6419, 3.7112], [-1.8086, 3.4299, 4.1126], [-1.5212, 2.3475, 5.1585], [-4.0381, 4.2932, 4.6965], [-4.5593, 3.4482, 5.8651], [-5.0062, 3.6240, 1.6561], [-5.4268, 1.9148, 1.7947], [-5.8832, 3.0255, 3.0761], [-3.0747, 2.1676, 2.2543], [-3.8999, 1.6413, 3.7162], [-1.3917, 4.3788, 4.4629], [-1.2351, 3.1881, 3.2099], [-1.8060, 2.6641, 6.1609], [-0.4487, 2.1394, 5.1844], [-2.0278, 1.4074, 4.9338], [-4.9006, 4.7169, 4.1745], [-3.5126, 5.1650, 5.0954], [-4.9199, 2.4694, 5.5455], [-5.3967, 3.9628, 6.3418], [-3.8005, 3.3050, 6.6330], [-5.3466, -3.7066, 5.2695], [-5.0152, -3.2191, 3.8668], [-3.9639, -2.2181, 3.8341], [-3.8391, -1.5593, 2.5455], [-3.4107, -2.4032, 1.3427], [-2.7099, -2.5907, 4.4694], [-1.9880, -3.8417, 3.9541], [-5.6064, -2.8737, 5.9246], [-6.2016, -4.3838, 5.2310], [-4.5192, -4.2587, 5.7180], [-5.9248, -2.7757, 3.4518], [-4.7767, -4.0893, 3.2365], [-3.1488, -0.7144, 2.6402], [-4.8072, -1.1038, 2.3094], [-2.3463, -2.6360, 1.3738], [-3.5856, -1.8419, 0.4206], [-3.9699, -3.3363, 1.2628], [-2.8982, -2.7250, 5.5381], [-2.0230, -1.7407, 4.4239], [-2.6682, -4.6784, 3.7883], [-1.2490, -4.1654, 4.6905], [-1.4454, -3.6465, 3.0298]], "mulliken_charge": [-1.72, 0.59, -0.52, -1.12, -0.35, 0.10, -1.43, 1.18, 0.44, -1.52, 0.10, -0.41, -1.26, 0.55, -0.33, -0.76, -0.78, -0.34, -0.51, -0.56, -0.15, 0.75, -0.73, 0.50, 0.09, -1.00, -0.58, -0.09, -0.59, -0.08, 0.29, 0.36, 0.53, 0.37, 0.42, 0.27, 0.52, 0.48, 0.64, 0.54, 0.02, 0.54, 0.22, 0.44, 0.13, 0.48, 0.44, 0.43, 0.53, 0.27, -0.08, 0.08, 0.40, 0.32, 0.26, 0.45, -0.12, 0.35, 0.85, -1.48, -0.27, 0.13, -0.96, 0.04, -0.70, -0.92, 0.33, 0.44, 0.31, 0.39, 0.25, 0.32, 0.35, 0.06, -0.17, 0.32, 0.43, 0.34, 0.24, 0.37, 0.24, -1.66, 0.49, 0.15, -0.31, -1.06, -0.74, -0.93, 0.36, 0.44, 0.34, -0.29, 0.23, 0.37, 0.06, 0.31, 0.46, 0.16, 0.40, 0.38, 0.23, 0.37, 0.28, -1.45, -0.32, 0.25, -0.29, -1.14, -0.51, -1.07, 0.33, 0.44, 0.30, 0.43, 0.25, -0.11, 0.40, 0.11, 0.48, 0.39, 0.46, 0.13, 0.24, 0.42, 0.25]}